C7H16NS | ωB97M-V with the def2-TZVPD basis set

CARTESIAN COORDINATES (ANGSTROEM)
C 3.50591 1.52427 -0.32970
C 2.35313 2.05190 0.41801
C 2.62475 0.54212 0.43517
C -4.15541 -0.97823 0.54754
C 0.84624 -0.06805 -1.24421
C -2.82248 -0.37766 0.45879
C 1.71244 -0.39953 -0.12630
N -1.85651 -0.96303 -0.58580
S 1.76282 -1.97614 0.48503
H 3.26294 1.41482 -1.43235
H 4.51131 1.62677 -0.06210
H 2.47943 2.58754 1.36031
H 1.56059 2.44534 -0.07894
H 3.10461 0.29674 1.36283
H -4.45557 -0.64158 1.49773
H -4.83015 -0.78891 -0.22096
H -3.97061 -2.10950 0.74804
H -0.31401 -0.23542 -0.89676
H 0.85829 -0.76089 -2.09374
H 0.65701 0.93716 -1.45718
H -2.27500 -0.59101 1.45436
H -3.08068 0.71976 0.33446
H -2.32077 -0.78027 -1.53037
H -1.91977 -1.93482 -0.42269
H 2.76149 -1.54137 1.37884

Its maximum force is 4.6 eV/A. As for the total charge: +1. The calculation puts the HOMO-LUMO gap at 8.3575 eV. The value obtained for the electronic energy is -19834.237 eV. Its energy above the lowest of the compared OMol25 structures with the same formula, charge and spin is 340.6 kJ/mol. As for the spin multiplicity: 1. As for the LUMO energy: -4.77 eV.

natural (NBO) population analysis, charges in e, atoms 1 to 5:
1 C -0.331
2 C -0.350
3 C -0.353
4 C -0.619
5 C -0.816